1.
12
Properties=species:S:1:pos:R:3:forces:R:3:mulliken_charge:R:1 method="wB97M-V/def2-TZVPD" charge=+1 relative_energy_kcal_mol=13.5 fmax_ha_per_bohr=0.027 gap_ev=10.612
C -0.64746 1.35374 0.70660 -0.568 1.264 -0.014 -0.053
N -0.78611 0.10604 0.57005 -0.019 -0.062 -0.006 -0.106
H -1.18241 1.94749 1.44591 -0.040 -0.648 0.310 0.280
H -0.06748 1.95564 0.02558 0.518 -0.477 -0.314 0.292
H -0.31537 -0.38880 -0.18609 -0.052 -0.252 0.144 0.289
H -1.38998 -0.44096 1.18266 0.212 -0.068 -0.136 0.268
H -0.09353 -3.48901 -0.16477 0.122 0.108 0.040 0.329
H -1.57715 -3.36123 -0.39318 -0.058 0.150 -0.036 0.324
O -0.79461 -2.82871 -0.20622 -0.053 -0.016 0.042 -0.633
H 2.41964 1.05920 -1.42716 0.149 0.197 -0.022 0.329
H 2.35600 2.49921 -0.85574 0.153 -0.247 -0.110 0.333
O 2.07846 1.58739 -0.69763 -0.364 0.052 0.101 -0.653



2.
104
Properties=species:S:1:pos:R:3:forces:R:3:mulliken_charge:R:1 method="wB97M-V/def2-TZVPD" charge=-1 relative_energy_kcal_mol=1.7 fmax_ha_per_bohr=0.070 gap_ev=4.768
Rb -1.02365 -0.10137 0.07729 -0.084 -0.359 -0.140 0.263
C -3.06217 -0.96233 2.88054 1.663 -1.238 0.645 -0.840
N -1.87071 -0.05856 2.91038 -1.091 -0.518 -0.143 1.508
C -0.89501 -0.44735 3.92862 -0.551 -0.125 -0.061 -2.471
C 0.52928 -0.60869 3.46624 -0.144 -1.124 -0.171 0.199
N 0.61016 -1.64901 2.44457 -0.594 0.477 0.237 -0.299
C 1.75344 -2.22835 2.17715 0.962 -0.093 0.205 0.461
C 3.09280 -1.87159 2.58810 0.571 0.450 -0.073 0.616
F 3.32563 -0.69288 3.24867 -0.424 0.089 0.129 -0.456
C 4.27723 -2.52297 2.24409 -1.146 -0.472 -0.078 0.117
F 5.47632 -2.04730 2.63866 -0.382 0.042 -0.113 -0.381
C 4.22338 -3.68501 1.49451 -1.246 0.687 0.185 0.662
F 5.38782 -4.21565 1.11922 0.389 -0.987 -0.427 -0.373
C 2.92913 -4.11952 1.08557 1.651 -0.146 0.106 0.080
F 2.79929 -5.27151 0.40802 0.227 0.022 -0.096 -0.413
C 1.79946 -3.41665 1.37951 -0.228 -0.080 -0.305 -0.554
F 0.65926 -3.94023 0.83669 0.203 0.426 0.494 0.118
C -2.34268 1.29014 3.05833 -0.178 1.351 1.130 -1.675
C -1.35702 2.41053 2.72302 1.315 -0.375 -0.428 -1.019
N -1.21939 2.54565 1.27846 -0.480 -0.963 0.240 0.409
C -0.54307 3.52113 0.72150 0.800 0.638 0.580 -0.733
C -0.55043 3.64416 -0.68209 -0.067 -0.071 -1.636 0.784
F -1.10654 2.67000 -1.46923 -0.246 0.192 0.598 -0.449
C 0.03328 4.66777 -1.38531 0.772 0.643 1.353 0.239
F -0.01190 4.74446 -2.71660 -0.104 -0.220 -0.318 -0.448
C 0.77886 5.63906 -0.70249 0.018 -0.167 0.260 0.755
F 1.46751 6.53803 -1.41724 0.236 0.726 -0.370 -0.436
C 0.90704 5.58686 0.68385 -1.052 -1.142 -0.523 0.095
F 1.54496 6.51907 1.40664 0.178 -0.154 -0.400 -0.377
C 0.28375 4.52217 1.33206 0.154 0.315 0.601 0.681
F 0.51308 4.46472 2.68607 -0.225 0.008 -0.383 -0.496
H -3.78096 -0.81409 3.73303 0.466 0.168 -0.634 0.278
H -3.54119 -0.88291 1.91038 -0.378 0.074 0.000 0.300
H -2.64454 -2.01980 2.98865 -0.703 1.269 -0.302 -0.032
H -0.90126 0.30116 4.70506 -0.021 0.394 0.634 0.451
H -1.26817 -1.36668 4.35069 0.164 -0.495 0.379 0.692
H 0.80654 0.36236 3.13096 0.673 0.987 -0.595 -0.071
H 1.14372 -0.80154 4.36120 -0.052 -0.135 -0.129 0.434
H -3.22200 1.45298 2.43775 -0.069 -0.144 -0.244 0.573
H -2.70633 1.51941 4.11866 0.330 -0.502 -0.723 0.291
H -1.74143 3.31937 3.15283 -0.321 0.589 0.381 0.617
H -0.34548 2.26448 3.19680 -0.916 -0.144 -0.090 0.339
N -5.89511 -4.07211 -0.12742 -1.103 -0.410 -3.388 -0.461
C -5.65095 -2.99764 -0.95229 0.354 -0.057 -0.311 0.707
N -5.46783 -1.78646 -0.54025 0.077 0.335 -0.555 -0.608
C -5.25995 -0.95795 -1.63431 0.042 0.903 -0.823 0.541
C -5.26792 -1.51304 -2.88350 -0.144 -0.585 1.232 -0.764
S -5.53135 -3.22164 -2.68520 -0.121 0.032 -0.075 -0.285
C -5.13229 0.52738 -1.52058 0.261 -0.793 0.317 -0.156
C -5.83788 1.38105 -2.29308 -0.354 -0.634 -0.451 -0.525
S -5.51307 2.99557 -1.81518 0.024 0.324 -0.282 -0.342
C -4.37506 2.39956 -0.64752 0.316 -0.218 0.541 0.346
N -4.26900 1.09094 -0.62202 0.012 0.515 0.503 -0.139
N -3.71132 3.22462 0.22255 -0.505 -0.192 -0.667 -0.359
H -5.57893 -3.97837 0.76456 1.051 0.207 2.873 0.263
H -5.81598 -4.98190 -0.57023 0.069 0.331 0.442 0.233
H -5.14011 -1.02208 -3.83549 0.048 -0.156 0.095 0.534
H -6.45598 1.04628 -3.12005 -0.153 0.516 0.311 0.467
H -3.63009 4.19357 -0.04897 -0.081 -0.088 -0.085 0.366
H -2.81150 2.82630 0.54835 0.225 -0.066 0.383 -0.160
C 5.15115 2.68398 -0.01363 0.118 0.234 -0.140 -1.252
C 3.84250 3.42070 -0.08829 0.047 1.033 0.603 -1.029
N 2.86422 2.81831 -0.91612 -0.985 -0.366 -1.765 1.262
C 2.86630 3.16020 -2.34530 0.623 -0.470 0.325 -1.277
C 3.82034 2.30987 -3.22539 -0.429 0.087 0.045 -1.165
C 2.09687 1.74165 -0.55255 0.427 -0.032 -0.276 -0.033
C 2.08324 1.32744 0.89445 0.762 0.651 -0.283 0.038
N 1.41522 1.03801 -1.38554 -0.593 -0.605 0.885 0.245
H 5.77267 3.20435 0.72253 0.101 -0.532 0.052 0.439
H 5.61319 2.80413 -0.97594 0.591 -0.261 -0.466 0.320
H 4.99291 1.61559 0.17902 0.281 0.303 0.241 0.160
H 4.01574 4.46043 -0.44828 -0.162 -0.568 0.267 0.501
H 3.43690 3.49754 0.90308 -0.294 0.265 0.574 0.425
H 3.13837 4.21194 -2.41540 -0.168 0.084 -0.132 0.581
H 1.86334 3.01407 -2.73844 -0.067 0.465 0.099 0.511
H 4.83924 2.68488 -3.20534 0.166 -0.044 0.195 0.371
H 3.47954 2.42307 -4.26667 0.121 -0.338 0.231 0.429
H 3.81574 1.24504 -2.91644 -0.052 0.591 -0.310 0.030
H 1.42336 2.00482 1.44688 0.082 -0.255 0.058 -0.409
H 3.09091 1.36193 1.33087 -0.352 0.008 0.027 0.510
H 1.75072 0.30990 0.92728 -0.353 -0.498 0.274 -0.743
H 1.37542 1.38835 -2.32186 0.208 0.225 -0.420 0.084
C 2.39204 -1.48747 -3.67387 0.472 1.879 -0.895 -1.074
S 2.24940 -2.36029 -2.17246 -1.734 -0.618 0.912 1.039
C 3.59038 -1.56715 -1.32590 1.045 -0.481 -0.137 0.681
O 2.54568 -3.78372 -2.51640 0.562 0.336 0.214 -0.778
H 3.41829 -1.52260 -4.06604 -0.104 0.150 0.239 0.315
H 2.01374 -0.43078 -3.58723 0.532 -1.000 0.122 0.138
H 1.78400 -1.98290 -4.39613 -0.631 -0.507 -0.399 0.458
H 3.49358 -0.48136 -1.40904 -0.062 -0.265 0.115 -0.584
H 4.48698 -1.95379 -1.80712 0.310 0.289 -0.301 0.599
H 3.68278 -1.92191 -0.30311 -0.507 0.188 0.210 -0.883
Se -1.81414 -3.19730 -3.76755 0.184 -0.489 0.003 0.181
N -1.57537 -4.86129 -3.13136 0.220 0.264 0.220 -0.867
C -1.61895 -4.76686 -1.82343 -0.381 1.812 -0.329 0.702
C -1.46586 -5.83549 -0.90783 -0.267 -0.743 -0.548 -0.632
C -1.72840 -5.54889 0.37222 -0.029 -1.062 1.214 -0.840
C -1.99798 -4.22417 0.82726 -0.021 1.071 -1.313 -0.406
N -2.13997 -3.17324 0.06812 0.453 -0.119 -0.071 0.571
C -1.92979 -3.38428 -1.27384 0.194 -2.402 -0.192 0.151
N -2.01121 -2.46714 -2.18129 -0.293 1.087 0.098 -0.111
H -1.22633 -6.83546 -1.28972 -0.113 0.436 0.303 0.454
H -1.75467 -6.33563 1.14003 0.303 0.356 -0.407 0.417
H -2.00581 -4.01807 1.86563 -0.290 -0.016 1.025 0.378



3.
57
Properties=species:S:1:pos:R:3:forces:R:3:mulliken_charge:R:1 method="wB97M-V/def2-TZVPD" charge=0 fmax_ha_per_bohr=0.009 gap_ev=8.821
C -1.25179 2.08380 4.51508 -0.061 0.134 -0.011 -1.473
C -0.51372 1.37679 3.41705 -0.058 -0.026 0.143 0.597
I -0.01814 -0.59826 3.97622 0.000 -0.106 -0.043 0.043
C -0.09870 1.84639 2.24801 -0.016 -0.154 0.017 -0.097
I -0.38951 3.91914 1.94363 -0.014 0.229 -0.047 -0.016
Si 0.94805 1.08297 0.86358 0.212 -0.272 -0.137 -0.502
C 2.73998 1.25867 1.37611 0.195 0.106 0.015 -0.872
C 3.46456 -0.00112 1.90492 -0.054 -0.058 0.029 -0.378
C 4.49763 -0.57258 0.93989 0.215 0.024 0.058 -0.836
S 3.84241 -1.09211 -0.68403 -0.046 0.161 -0.001 -0.145
C 0.67303 2.00713 -0.73288 0.045 0.194 -0.042 -1.179
C -0.76069 2.23113 -1.23708 -0.060 -0.055 0.084 0.441
C -0.87097 3.50100 -2.08342 0.043 -0.112 -0.014 -1.102
C -2.11192 3.55255 -2.93933 0.203 -0.175 0.010 0.796
F -2.17228 4.74327 -3.57817 0.030 0.243 -0.188 -0.333
F -3.22775 3.45412 -2.18044 -0.254 0.003 0.153 -0.303
C -2.21612 2.44670 -4.03489 0.133 0.049 0.105 0.697
F -2.80030 1.34409 -3.55676 -0.021 -0.079 0.076 -0.240
F -0.99538 2.10272 -4.46886 0.072 0.018 -0.061 -0.279
F -2.91988 2.86547 -5.07892 -0.137 0.032 -0.096 -0.266
O 0.65952 -0.52980 0.64124 -0.316 0.230 0.115 0.162
Si -0.64793 -1.36539 0.05967 0.016 -0.046 -0.149 -0.302
N -2.06785 -0.39476 0.34004 0.003 -0.404 0.205 -0.409
N -0.50756 -1.51015 -1.66250 -0.100 0.367 -0.015 -0.326
C -0.64284 -3.01678 0.94674 0.044 -0.061 0.042 -0.951
C -0.57793 -4.30344 0.10187 0.026 -0.102 -0.017 0.584
C -1.81547 -4.47297 -0.79068 -0.075 -0.007 -0.029 -1.550
C 0.72871 -4.39124 -0.70752 0.061 -0.047 -0.048 -1.370
H -1.88997 1.39924 5.07344 0.049 0.013 -0.078 0.402
H -1.86345 2.89037 4.10335 0.068 -0.090 0.103 0.474
H -0.53720 2.52013 5.22211 -0.058 -0.028 -0.076 0.310
H 2.77164 2.04655 2.13889 0.015 -0.046 -0.090 0.469
H 3.29252 1.65721 0.51353 -0.066 -0.029 0.097 0.471
H 2.75668 -0.79396 2.17229 0.035 0.121 -0.034 0.034
H 4.00183 0.26027 2.82284 -0.055 -0.094 -0.047 0.412
H 5.26839 0.18133 0.75039 -0.058 -0.121 -0.048 0.419
H 4.98204 -1.44807 1.37699 -0.025 0.139 0.071 0.437
H 2.55838 -1.05503 -0.31279 -0.082 -0.143 -0.036 -0.081
H 1.25723 1.47582 -1.49890 0.005 0.082 0.109 0.486
H 1.18319 2.97003 -0.59139 -0.067 -0.053 -0.086 0.616
H -1.47216 2.28426 -0.40766 0.066 0.009 -0.136 0.250
H -1.06736 1.35923 -1.81981 0.046 0.049 0.074 -0.149
H -0.91757 4.39265 -1.44923 0.066 -0.101 -0.012 0.384
H -0.00122 3.60346 -2.73829 -0.113 0.008 0.007 0.334
H -2.87867 -0.71257 -0.18366 0.016 0.187 0.006 0.262
H -2.34352 -0.35473 1.31777 -0.022 0.092 -0.075 0.231
H 0.34286 -1.13597 -2.06733 0.001 -0.161 0.009 0.222
H -1.28806 -1.11741 -2.17890 0.086 -0.109 -0.024 0.186
H -1.53866 -3.05112 1.58282 0.100 0.006 -0.043 0.556
H 0.21376 -3.00629 1.63350 -0.083 0.018 -0.053 0.313
H -0.57735 -5.14443 0.80714 -0.005 0.149 0.018 0.564
H -2.00842 -5.52563 -1.01925 0.093 0.089 -0.017 0.397
H -2.71504 -4.08251 -0.29922 0.090 -0.083 -0.020 0.350
H -1.68943 -3.94263 -1.73873 -0.031 0.011 0.123 0.298
H 1.08697 -5.42266 -0.78174 -0.081 0.086 -0.028 0.399
H 0.59499 -4.00994 -1.72311 -0.003 0.016 0.123 0.287
H 1.53045 -3.80493 -0.24365 -0.066 -0.104 0.009 0.275



> Among the records above, which one has the lowest charge?

C36H40F10N12ORbS3Se



> Which of these has the highest charge?

CH8NO2